The following is a quantum chemistry calculation of a structure of composition C40H64GeInN7S2Se, from the Open Molecules 2025 dataset.

**Highest occupied orbital energy**: -7.42 eV
**Energy relative to the best compared isomer or geometry (same formula, charge and spin)**: 10.15 kcal/mol
**Frontier orbital gap**: 6.87 eV

```
116
C40H64GeInN7S2Se (ωB97M-V/def2-TZVPD)
In -0.5387 -1.0983 0.1620
C 0.7037 -3.1982 1.1917
C -0.6290 -3.2855 1.6887
C -1.4717 -3.5506 0.5530
C -0.6088 -3.6409 -0.5813
C 0.7234 -3.4283 -0.2014
C 1.9511 -3.5371 -1.0810
C 2.9734 -2.4503 -0.7327
C 2.5987 -4.9125 -0.8626
C 1.5752 -3.3949 -2.5561
C -2.9643 -3.8710 0.3932
C -3.3934 -3.6758 -1.0709
C -3.2017 -5.3517 0.7340
C -3.9114 -2.9903 1.2149
C -0.9196 -3.0944 3.1842
C 0.3980 -3.0010 3.9689
C -1.6834 -4.2863 3.7763
C -1.6653 -1.7795 3.4731
H 1.5806 -3.0637 1.8068
H -0.9335 -3.8355 -1.5905
H 3.3101 -2.5505 0.3026
H 2.5453 -1.4513 -0.8640
H 3.8565 -2.5367 -1.3719
H 2.8934 -5.0382 0.1809
H 3.4880 -5.0275 -1.4888
H 1.8950 -5.7093 -1.1100
H 1.0867 -2.4349 -2.7496
H 0.8989 -4.1902 -2.8743
H 2.4762 -3.4568 -3.1727
H -2.9007 -4.3777 -1.7432
H -3.1800 -2.6613 -1.4163
H -4.4691 -3.8454 -1.1552
H -2.5907 -5.9855 0.0883
H -4.2522 -5.6146 0.5791
H -2.9405 -5.5805 1.7652
H -3.7692 -1.9326 0.9740
H -3.7931 -3.1178 2.2865
H -4.9447 -3.2513 0.9718
H 1.0091 -3.8966 3.8407
H 0.1722 -2.8943 5.0320
H 0.9843 -2.1290 3.6718
H -1.1506 -5.2184 3.5758
H -2.6903 -4.3847 3.3814
H -1.7662 -4.1683 4.8599
H -1.0362 -0.9226 3.2167
H -1.8965 -1.7104 4.5403
H -2.5975 -1.6928 2.9191
S 1.7136 1.5413 -0.8828
C 1.8059 1.5546 -2.6501
N 2.9340 1.8621 -3.1656
N 3.1347 1.7502 -4.5015
C 2.6793 0.6691 -5.3187
C 2.5177 -0.6208 -4.8220
C 2.0946 -1.6326 -5.6672
C 1.8565 -1.3779 -7.0129
C 2.0411 -0.0963 -7.5075
C 2.4415 0.9292 -6.6602
N 0.7171 1.1967 -3.4879
N -0.1886 0.5628 -2.9368
C -1.2277 0.1560 -3.8219
C -2.4163 -0.2433 -3.2229
C -3.4678 -0.6855 -4.0107
C -3.3187 -0.7439 -5.3891
C -2.1215 -0.3549 -5.9820
C -1.0706 0.0989 -5.2052
H 4.0774 2.0338 -4.7146
H 2.7046 -0.8283 -3.7754
H 1.9522 -2.6301 -5.2717
H 1.5281 -2.1748 -7.6670
H 1.8569 0.1164 -8.5527
H 2.5525 1.9413 -7.0285
H -2.5034 -0.1970 -2.1436
H -4.3961 -0.9940 -3.5478
H -4.1336 -1.1013 -6.0054
H -2.0062 -0.4142 -7.0567
H -0.1285 0.3923 -5.6494
C -5.0949 2.9803 5.3938
Ge -3.5882 2.5215 4.2270
C -2.7885 4.1545 3.5079
C -2.2463 1.5206 5.2255
C -4.2625 1.3713 2.7744
Se -3.0959 1.3076 1.2060
C -3.8439 2.8527 0.2956
H -4.7562 3.5844 6.2367
H -5.5651 2.0790 5.7891
H -5.8491 3.5487 4.8477
H -2.3432 4.7306 4.3214
H -3.5277 4.7857 3.0135
H -2.0009 3.8891 2.8009
H -1.8460 2.1278 6.0394
H -1.4246 1.2450 4.5650
H -2.6802 0.6169 5.6561
H -5.2560 1.6617 2.4309
H -4.3369 0.3457 3.1405
H -3.7239 3.7459 0.9034
H -4.8949 2.6848 0.0710
H -3.2925 2.9760 -0.6351
C 0.2359 2.5303 -0.5635
H 0.1488 2.5946 0.5214
H -0.6520 2.0347 -0.9514
H 0.3418 3.5271 -0.9871
C 0.9250 4.4135 5.2104
C 1.1999 4.4192 3.7065
C 1.3961 3.0300 3.1828
N 0.4354 2.1907 3.0215
N 0.8418 0.9619 2.5705
C 2.1281 0.8941 2.4097
N 2.7767 -0.2481 2.0196
S 2.9581 2.3637 2.8015
H 0.7507 5.4257 5.5758
H 1.7682 3.9917 5.7592
H 0.0452 3.8073 5.4257
H 2.0783 5.0256 3.4804
H 0.3562 4.8610 3.1738
H 2.1497 -0.9305 1.6078
H 3.6129 -0.1101 1.4739
```